1.
Formula: C29H87GaN14O8P5
Source: the OMol25 dataset
Level of theory: wB97M-V/def2-TZVPD

```
144
C29H87GaN14O8P5, DFT wB97M-V/def2-TZVPD
N 1.965 5.914 2.147
P 1.170 5.065 3.210
O 0.045 6.017 3.956
O 2.130 4.690 4.511
Ga -0.039 3.114 2.433
N -1.231 2.668 3.938
C -1.235 3.570 0.890
C -0.838 4.822 0.103
O -0.075 4.502 -1.074
C 1.128 1.465 2.173
C 2.259 1.838 1.260
C 1.903 1.902 -0.321
O 2.161 3.060 0.703
H 1.616 6.868 2.111
H 0.430 6.410 4.749
H 2.911 4.226 4.195
H -0.614 2.429 4.716
H -1.602 3.578 4.218
H -1.365 2.721 0.210
H -2.236 3.757 1.307
H -0.278 5.524 0.726
H -1.739 5.361 -0.231
H 0.768 4.959 -0.984
H 0.614 0.608 1.736
H 1.642 1.211 3.109
H 3.237 1.425 1.504
H 0.925 1.420 -0.074
H 1.441 2.514 -1.100
O -0.805 -1.250 -0.357
P -1.876 -2.223 -0.696
N -1.981 -2.885 0.918
C -2.054 -4.284 1.261
C -2.306 -1.930 1.975
N -1.124 -3.288 -1.767
C -1.209 -4.731 -1.689
C 0.182 -2.869 -2.278
N -3.465 -2.754 -1.106
C -3.852 -2.365 -2.487
C -4.567 -2.330 -0.226
H -2.828 -4.835 0.707
H -2.294 -4.391 2.320
H -1.100 -4.798 1.104
H -3.356 -1.610 1.960
H -1.691 -1.034 1.889
H -2.103 -2.369 2.952
H -0.506 -5.145 -0.957
H -0.959 -5.163 -2.663
H -2.217 -5.060 -1.443
H 0.978 -3.011 -1.538
H 0.176 -1.823 -2.567
H 0.424 -3.448 -3.171
H -3.943 -1.280 -2.603
H -4.813 -2.818 -2.733
H -3.111 -2.729 -3.195
H -4.646 -1.245 -0.119
H -4.461 -2.775 0.758
H -5.502 -2.700 -0.650
O 4.981 -0.432 2.229
P 6.222 -1.181 2.456
N 7.425 -0.464 1.517
C 8.513 -1.153 0.855
C 7.527 0.989 1.620
N 5.886 -2.752 1.919
C 6.858 -3.657 1.342
C 4.566 -2.952 1.316
N 7.103 -1.678 3.814
C 6.236 -2.278 4.849
C 7.931 -0.645 4.456
H 9.068 -1.828 1.516
H 9.228 -0.421 0.480
H 8.169 -1.726 -0.006
H 7.943 1.333 2.575
H 6.543 1.445 1.506
H 8.158 1.377 0.822
H 7.036 -3.462 0.279
H 6.490 -4.684 1.425
H 7.804 -3.619 1.880
H 4.507 -2.570 0.291
H 3.792 -2.463 1.899
H 4.349 -4.023 1.301
H 5.536 -1.552 5.274
H 6.859 -2.672 5.653
H 5.666 -3.100 4.422
H 7.362 0.236 4.771
H 8.730 -0.328 3.787
H 8.403 -1.078 5.338
O 1.279 -2.664 -5.614
P 1.509 -2.782 -7.060
N 0.224 -3.669 -7.703
C 0.303 -4.609 -8.803
C -1.109 -3.233 -7.299
N 2.967 -3.634 -7.205
C 3.300 -4.527 -8.296
C 3.567 -4.094 -5.954
N 1.843 -1.705 -8.317
C 2.906 -0.741 -7.957
C 0.694 -0.943 -8.835
H 0.807 -4.204 -9.687
H -0.705 -4.884 -9.115
H 0.806 -5.532 -8.516
H -1.418 -2.284 -7.755
H -1.152 -3.106 -6.217
H -1.847 -3.987 -7.570
H 2.870 -5.526 -8.168
H 4.386 -4.646 -8.348
H 2.983 -4.118 -9.254
H 3.069 -4.985 -5.550
H 3.532 -3.318 -5.197
H 4.616 -4.337 -6.138
H 2.599 -0.071 -7.148
H 3.153 -0.140 -8.832
H 3.800 -1.275 -7.645
H 0.179 -0.357 -8.067
H -0.022 -1.610 -9.312
H 1.053 -0.256 -9.602
O -6.087 3.597 2.147
P -6.465 4.005 3.508
N -5.882 2.867 4.589
C -6.547 2.424 5.795
C -4.459 2.521 4.455
N -8.173 4.018 3.476
C -9.018 3.738 4.617
C -8.796 3.554 2.242
N -6.345 5.435 4.404
C -6.725 6.624 3.616
C -5.028 5.697 5.016
H -6.886 3.245 6.437
H -5.853 1.829 6.387
H -7.406 1.785 5.581
H -3.789 3.315 4.787
H -4.207 2.306 3.418
H -4.224 1.628 5.030
H -9.147 2.664 4.794
H -10.013 4.159 4.445
H -8.630 4.206 5.519
H -8.788 2.461 2.147
H -8.294 3.969 1.374
H -9.835 3.894 2.224
H -6.034 6.808 2.787
H -6.725 7.499 4.267
H -7.727 6.497 3.213
H -4.208 5.723 4.291
H -4.804 4.949 5.773
H -5.069 6.664 5.519
```

Results
energy relative to the best compared isomer or geometry (same formula, charge and spin) = 0.00 kJ/mol
highest occupied orbital energy = -4.11 eV
E_LUMO = 1.944 eV
total energy = -6157.20019 Eh
total charge = -1
molar mass = 984.698 g mol⁻¹
frontier orbital gap = 6.05 eV


2.
Formula: C7H13N4
Source: the OMol25 dataset
Level of theory: wB97M-V/def2-TZVPD

```
24
C7H13N4, DFT wB97M-V/def2-TZVPD
H -2.813 1.328 -0.510
N -2.045 2.019 -0.595
C -0.827 1.656 -0.453
C 0.098 2.802 -0.372
N 1.272 2.754 0.102
N -0.265 0.408 -0.370
N 1.113 0.105 -0.379
C 1.165 -1.077 0.579
C 2.253 -2.176 0.460
C -0.199 -1.653 0.387
C -1.031 -0.698 -0.047
C -2.533 -0.834 -0.251
H -0.219 3.763 -0.521
H 1.820 3.601 0.050
H 1.616 1.792 0.263
H 1.255 -0.333 -1.291
H 1.177 -0.774 1.616
H 2.357 -2.672 -0.496
H 1.767 -2.837 1.207
H 3.282 -1.849 0.743
H -0.406 -2.559 0.762
H -2.835 -1.912 -0.481
H -2.845 -0.289 -1.079
H -3.156 -0.564 0.676
```

Results
energy relative to the best compared isomer or geometry (same formula, charge and spin) = 378.76 kJ/mol
highest occupied orbital energy (spin up / spin down) = -12.06 / -12.06 eV
E_LUMO (spin up / spin down) = -5.009 / -5.010 eV
total energy = -493.20411 Eh
total charge = +1
molar mass = 153.209 g mol⁻¹
frontier orbital gap (spin up / spin down) = 7.05 / 7.05 eV


3.
Formula: C3H9O2P
Source: the OMol25 dataset
Level of theory: wB97M-V/def2-TZVPD

```
15
C3H9O2P, DFT wB97M-V/def2-TZVPD
C -0.135 1.603 0.644
C 0.660 -0.084 -1.477
C 0.641 -1.330 1.096
O -1.768 -0.545 -0.175
O -3.607 -0.583 -0.333
P -0.267 -0.071 -0.002
H -0.663 2.215 -0.064
H -0.816 1.784 1.473
H 1.626 -0.230 -1.276
H 0.260 -0.811 -2.143
H 0.763 0.902 -1.909
H -0.080 -2.096 1.001
H 1.392 -1.711 0.386
H 1.094 -0.893 1.947
H 0.901 1.849 0.832
```

Results
energy relative to the best compared isomer or geometry (same formula, charge and spin) = 551.39 kJ/mol
highest occupied orbital energy (spin up / spin down) = -9.26 / -9.25 eV
E_LUMO (spin up / spin down) = 0.289 / 0.305 eV
total energy = -611.33619 Eh
molar mass = 108.077 g mol⁻¹
frontier orbital gap (spin up / spin down) = 9.55 / 9.55 eV


4.
Formula: C30H21F15GeN2O12SSeV
Source: the OMol25 dataset
Level of theory: wB97M-V/def2-TZVPD

```
84
C30H21F15GeN2O12SSeV, DFT wB97M-V/def2-TZVPD
V -1.248 -2.959 -1.170
C 2.716 -4.529 -4.112
N 2.536 -4.815 -2.701
C 2.177 -6.186 -2.376
C 2.402 -3.874 -1.734
O 2.271 -4.170 -0.556
C 2.636 -2.425 -2.178
O 2.042 -1.398 -1.412
C 2.159 -1.461 -0.014
C 0.936 -2.142 0.587
O -0.030 -2.403 -0.166
N 0.902 -2.456 1.894
C -0.389 -2.801 2.472
C 1.919 -1.969 2.804
H 3.052 -5.442 -4.602
H 1.777 -4.210 -4.566
H 3.476 -3.762 -4.265
H 3.075 -6.800 -2.234
H 1.584 -6.175 -1.467
H 1.566 -6.609 -3.174
H 3.732 -2.288 -2.196
H 2.224 -2.267 -3.173
H 3.081 -1.968 0.284
H 2.155 -0.427 0.347
H -0.980 -3.333 1.727
H -0.234 -3.440 3.342
H -0.929 -1.894 2.761
H 2.908 -2.263 2.452
H 1.873 -0.881 2.905
H 1.753 -2.427 3.777
O -1.323 -2.902 -5.633
C -0.663 -2.204 -4.734
O 0.442 -2.502 -4.331
C -1.350 -0.944 -4.259
O -0.529 -0.403 -3.254
C -1.169 0.520 -2.395
C -2.192 -0.005 -1.327
O -2.892 0.878 -0.826
O -2.290 -1.237 -1.025
H -0.973 -3.858 -5.528
H -2.345 -1.208 -3.884
H -1.450 -0.248 -5.105
H -1.676 1.275 -3.008
H -0.357 0.987 -1.835
F -0.453 3.230 -1.123
C -1.629 3.693 -0.675
C -1.851 3.683 0.691
C -2.991 4.313 1.145
F -3.228 4.442 2.459
C -3.899 4.892 0.273
F -4.993 5.525 0.733
C -3.675 4.832 -1.090
F -4.563 5.372 -1.935
C -2.516 4.252 -1.572
F -2.274 4.255 -2.891
Ge -0.479 2.643 1.727
S 0.029 0.618 1.642
C -0.963 2.796 3.692
C -2.176 2.278 4.120
F -3.115 1.988 3.215
C -2.448 2.001 5.448
F -3.645 1.526 5.824
C -1.464 2.207 6.400
F -1.692 1.922 7.690
C -0.224 2.677 6.006
F 0.745 2.831 6.925
C 0.001 2.961 4.672
F 1.231 3.388 4.328
C 0.980 4.046 1.526
C 2.205 3.826 0.920
F 2.463 2.639 0.363
C 3.189 4.798 0.864
F 4.368 4.565 0.266
C 2.958 6.042 1.430
F 3.896 6.995 1.372
C 1.737 6.298 2.032
F 1.506 7.508 2.567
C 0.777 5.306 2.065
F -0.403 5.587 2.643
O -0.562 -4.972 -1.210
Se -1.965 -5.311 -1.977
O -1.759 -5.919 -3.477
O -2.631 -3.792 -2.076
O -2.862 -6.319 -1.124
```

Results
multiplicity = 4
energy relative to the best compared isomer or geometry (same formula, charge and spin) = 223.14 kJ/mol
highest occupied orbital energy (spin up / spin down) = -1.57 / -3.52 eV
<S²> = 3.76
E_LUMO (spin up / spin down) = 3.746 / 3.745 eV
total energy = -9486.74842 Eh
total charge = -2
molar mass = 1121.051 g mol⁻¹
frontier orbital gap (spin up / spin down) = 5.31 / 7.26 eV


5.
Formula: C5H15NO2
Source: the OMol25 dataset
Level of theory: wB97M-V/def2-TZVPD

```
23
C5H15NO2, DFT wB97M-V/def2-TZVPD
C 0.158 1.290 -0.911
C 1.474 1.525 -0.191
C 1.434 1.329 1.355
C 0.891 0.004 1.758
C 0.555 -1.124 1.127
N -0.241 -2.092 1.797
H 0.152 1.625 -1.962
H -0.648 1.678 -0.305
H -0.092 0.248 -1.001
H 2.169 0.736 -0.699
H 1.849 2.548 -0.444
H 2.479 1.409 1.654
H 0.944 2.233 1.722
H 0.749 0.096 2.870
H 0.805 -1.190 0.064
H 0.000 -2.271 2.783
H -0.211 -2.979 1.324
O -1.124 -0.409 -3.182
H -1.742 0.297 -3.003
H -1.402 -1.273 -2.889
O -2.211 -0.375 -0.707
H -2.087 0.373 -0.118
H -1.630 -1.036 -0.317
```

Results
energy relative to the best compared isomer or geometry (same formula, charge and spin) = 202.41 kJ/mol
highest occupied orbital energy = -8.42 eV
E_LUMO = 0.754 eV
total energy = -404.67797 Eh
molar mass = 121.180 g mol⁻¹
frontier orbital gap = 9.17 eV


Number 1: F_max 0.1240 Eh/bohr. Number 2: F_max 0.0682 Eh/bohr. Number 3: F_max 0.0913 Eh/bohr. Number 4: F_max 0.1596 Eh/bohr. Number 5: F_max 0.0641 Eh/bohr.